71
Properties=species:S:1:pos:R:3 method="wB97M-V/def2-TZVPD" total_charge=+2 relative_energy_kcal_mol=86.5 spin_multiplicity=5 homo_lumo_gap_ev="6.3 / 6.8" homo_energy_ev="-12.8 / -14.3" e_tot_ev=-54725.6656
Os 1.63 -1.58 0.73
C -0.61 -0.81 2.81
C -0.05 -1.67 1.75
C 1.22 -1.74 3.86
C 0.11 -0.89 4.00
C 1.37 -2.32 2.49
C -1.91 -0.14 2.67
H -2.23 0.02 1.63
H -1.94 0.88 3.10
H -2.67 -0.77 3.16
C -0.34 -0.20 5.28
H -1.24 0.42 5.09
H 0.43 0.49 5.67
H -0.62 -0.92 6.08
C 2.07 -2.09 5.03
H 1.66 -2.73 5.84
H 2.33 -1.16 5.55
H 3.01 -2.56 4.69
C 1.63 -3.77 2.25
H 0.76 -4.33 2.60
H 2.49 -4.15 2.79
H 1.74 -3.97 1.16
C -1.07 -2.63 1.25
H -1.23 -3.44 1.97
H -0.77 -3.03 0.30
H -1.96 -2.04 1.10
C -1.61 3.00 0.33
C -2.82 2.40 0.24
C -3.40 1.53 -0.89
C -2.45 0.36 -1.16
C -0.92 0.72 -1.46
C 0.10 1.64 -0.89
C 0.53 3.01 -0.90
C -0.77 3.76 -0.67
H -3.74 2.04 -1.82
H -2.79 -0.29 -1.97
H -4.26 0.96 -0.53
H -1.23 3.86 -1.65
H -1.32 3.32 1.33
H -3.54 2.46 1.07
H -0.50 4.77 -0.36
H 1.23 3.17 -0.05
H 0.83 1.15 -0.23
H 1.09 3.28 -1.80
H -2.47 -0.40 -0.35
H -0.55 -0.17 -0.73
P -0.45 1.04 -3.19
C -0.41 2.81 -3.84
C -1.72 0.38 -4.30
P 1.64 -0.93 -2.17
C 1.17 0.43 -3.46
C 1.14 -2.25 -3.38
C 3.32 -0.77 -2.98
H 0.48 3.40 -3.58
H -1.27 3.45 -3.59
H -0.43 2.83 -4.95
H -1.56 0.71 -5.34
H -2.73 0.71 -4.06
H -1.70 -0.71 -4.29
H 3.28 -0.46 -4.04
H 3.87 -1.71 -2.98
H 3.95 -0.05 -2.46
H 1.86 1.28 -3.41
H 1.15 0.07 -4.50
H 1.79 -3.12 -3.23
H 1.22 -1.94 -4.43
H 0.12 -2.55 -3.18
F 3.22 -0.05 2.73
C 2.41 0.13 1.59
F 1.33 0.92 1.97
F 3.08 0.96 0.68


47
Properties=species:S:1:pos:R:3 method="wB97M-V/def2-TZVPD" relative_energy_kcal_mol=17.6 smiles="CCOC(=O)N1CCN(C(=O)CCCOc2ccccc2)CC1" homo_lumo_gap_ev=9.2 homo_energy_ev=-8.5 e_tot_ev=-29189.7266
C -7.21 -1.46 1.47
C -6.44 -1.41 0.17
H -7.03 -0.93 -0.63
H -6.16 -2.41 -0.17
O -5.25 -0.65 0.38
C -4.54 -0.36 -0.74
O -4.85 -0.74 -1.84
N -3.46 0.41 -0.48
C -2.53 0.72 -1.54
H -2.95 0.36 -2.48
H -2.38 1.80 -1.58
C -1.18 0.03 -1.26
N -0.70 0.42 0.05
C 0.34 1.24 0.33
O 0.55 1.61 1.47
C 1.21 1.65 -0.84
C 2.42 2.46 -0.37
C 3.45 1.57 0.32
H 2.97 1.04 1.15
O 3.95 0.66 -0.64
C 4.91 -0.23 -0.26
C 5.42 -0.35 1.02
C 6.40 -1.30 1.28
C 6.87 -2.13 0.28
C 6.35 -2.01 -1.00
C 5.38 -1.08 -1.27
H 4.97 -0.97 -2.26
H 6.71 -2.66 -1.79
H 7.63 -2.87 0.50
H 6.80 -1.38 2.28
H 5.08 0.28 1.82
H 4.27 2.19 0.72
H 2.10 3.22 0.34
H 2.89 2.94 -1.23
H 1.57 0.76 -1.37
H 0.62 2.25 -1.53
C -1.64 0.07 1.10
H -1.21 0.40 2.05
C -2.99 0.75 0.85
H -3.72 0.44 1.58
H -2.85 1.84 0.90
H -1.77 -1.02 1.12
H -0.46 0.28 -2.03
H -1.33 -1.06 -1.26
H -6.60 -1.93 2.25
H -8.12 -2.03 1.34
H -7.46 -0.45 1.80


67
Properties=species:S:1:pos:R:3 method="wB97M-V/def2-TZVPD" relative_energy_kcal_mol=0.0 smiles="CCC[C@@H](C)[Si@@H](CCCCCN)CCCCCCCCOC(C)=O" homo_lumo_gap_ev=9.8 homo_energy_ev=-9.0 e_tot_ev=-34900.8574
C 1.82 -2.35 4.02
C 0.42 -2.39 3.39
C 0.19 -1.18 2.49
C -1.14 -1.23 1.70
C -1.94 0.09 1.91
Si -0.71 -1.39 -0.13
C 0.63 -2.71 -0.42
C 1.77 -2.19 -1.31
C 2.87 -1.46 -0.53
C 3.71 -0.50 -1.40
C 5.23 -0.61 -1.13
N 5.99 0.63 -1.20
C -2.18 -1.81 -1.26
C -3.61 -1.61 -0.70
C -4.49 -0.66 -1.53
C -4.21 0.84 -1.35
C -3.13 1.39 -2.30
C -2.57 2.77 -1.93
C -2.01 2.82 -0.51
C -0.98 3.92 -0.28
O 0.02 3.50 0.67
C 1.15 3.02 0.15
C 2.35 3.17 1.05
O 1.22 2.51 -0.96
H 1.99 -1.36 4.44
H 1.94 -3.10 4.80
H 2.58 -2.50 3.25
H 0.29 -3.32 2.84
H -0.31 -2.34 4.21
H 1.05 -1.05 1.83
H 0.18 -0.29 3.13
H -1.72 -2.07 2.06
H -1.26 0.93 2.06
H -2.63 -0.01 2.75
H -2.54 0.34 1.03
H -0.10 -0.10 -0.55
H 1.01 -3.12 0.52
H 0.15 -3.54 -0.94
H 1.38 -1.50 -2.07
H 2.23 -3.01 -1.86
H 2.39 -0.87 0.25
H 3.50 -2.19 -0.02
H 3.51 -0.73 -2.45
H 3.42 0.52 -1.17
H 5.66 -1.30 -1.86
H 5.39 -1.04 -0.14
H 6.07 0.96 -2.15
H 5.52 1.35 -0.66
H -2.05 -2.85 -1.56
H -2.08 -1.24 -2.19
H -4.11 -2.58 -0.72
H -3.61 -1.29 0.34
H -4.41 -0.92 -2.59
H -5.53 -0.84 -1.24
H -4.00 1.07 -0.31
H -5.13 1.38 -1.60
H -3.60 1.46 -3.29
H -2.29 0.71 -2.40
H -1.73 2.98 -2.60
H -3.31 3.55 -2.11
H -2.81 2.88 0.24
H -1.47 1.88 -0.36
H -1.42 4.81 0.16
H -0.49 4.18 -1.22
H 2.85 2.20 1.12
H 2.06 3.51 2.04
H 3.00 3.90 0.58


95
Properties=species:S:1:pos:R:3 method="wB97M-V/def2-TZVPD" total_charge=+2 relative_energy_kcal_mol=1.7 spin_multiplicity=2 homo_lumo_gap_ev="6.6 / 6.2" homo_energy_ev="-13.4 / -13.2" e_tot_ev=-151363.1565
W 0.25 -0.24 0.63
C -3.97 1.06 -4.70
C -2.72 1.51 -4.06
N -1.91 2.42 -4.51
N -0.92 2.47 -3.59
C -1.07 1.63 -2.57
S 0.03 1.55 -1.26
N -2.23 1.00 -2.86
N -2.79 -0.03 -2.11
H -4.16 1.69 -5.56
H -4.82 1.13 -4.02
H -3.89 0.03 -5.05
H -0.15 3.12 -3.71
H -3.25 0.37 -1.29
H -3.48 -0.50 -2.68
C -0.48 2.92 3.05
C 0.84 2.51 2.51
N 1.10 1.54 1.65
C 2.47 1.56 1.44
C 3.03 2.55 2.19
N 1.99 3.12 2.85
C 4.41 3.07 2.45
O 5.41 2.52 1.79
O 4.52 3.95 3.26
C 3.05 0.62 0.49
O 4.22 0.58 0.21
O 2.12 -0.20 -0.02
H -1.26 2.29 2.65
H -0.69 3.95 2.78
H -0.49 2.85 4.14
H 2.12 3.90 3.48
H 5.10 1.82 1.17
C 1.32 -3.02 -0.24
C 1.24 -4.32 -1.08
N 0.00 -4.36 -1.84
C -1.12 -4.27 -0.93
C -1.11 -2.91 -0.18
N 0.12 -2.15 -0.54
C 0.11 -1.90 -2.02
C -0.03 -3.25 -2.77
H 2.21 -2.45 -0.47
H 1.31 -3.24 0.83
H 1.27 -5.20 -0.43
H 2.08 -4.39 -1.77
H -1.06 -5.09 -0.22
H -2.05 -4.38 -1.49
H -1.13 -3.03 0.91
H -1.96 -2.29 -0.47
H 1.04 -1.38 -2.26
H -0.73 -1.24 -2.23
H 0.78 -3.37 -3.50
H -0.97 -3.28 -3.32
S 0.90 -1.89 3.62
C 0.58 -1.21 2.29
C -4.31 2.54 2.77
C -4.56 1.34 3.71
C -3.51 1.39 4.83
C -5.97 1.49 4.33
Si -4.57 -0.34 2.85
Br -2.21 0.08 1.29
C -5.69 -0.58 1.36
C -6.00 0.75 0.65
C -5.17 -1.57 0.30
C -7.01 -1.15 1.95
C -4.02 -1.85 3.81
C -5.02 -1.96 4.99
C -4.10 -3.14 2.97
C -2.59 -1.77 4.37
H -4.13 3.42 3.41
H -5.16 2.78 2.15
H -3.44 2.42 2.13
H -3.58 2.37 5.31
H -2.49 1.28 4.44
H -3.68 0.64 5.60
H -6.02 2.46 4.83
H -6.18 0.72 5.08
H -6.77 1.46 3.59
H -5.10 1.24 0.28
H -6.53 1.45 1.29
H -6.65 0.54 -0.20
H -4.17 -1.31 -0.06
H -5.85 -1.53 -0.55
H -5.14 -2.59 0.65
H -7.46 -0.48 2.69
H -6.88 -2.13 2.42
H -7.73 -1.27 1.14
H -6.06 -2.07 4.65
H -4.97 -1.11 5.67
H -4.78 -2.86 5.56
H -5.10 -3.36 2.62
H -3.79 -3.97 3.60
H -3.42 -3.10 2.12
H -2.46 -0.98 5.10
H -1.86 -1.63 3.58
H -2.37 -2.71 4.87


18
Properties=species:S:1:pos:R:3 method="wB97M-V/def2-TZVPD" relative_energy_kcal_mol=150.4 homo_lumo_gap_ev="5.4 / 5.4" homo_energy_ev="-5.5 / -5.5" e_tot_ev=-27791.5734
O -1.96 0.91 0.08
C -2.02 0.00 -0.77
C -1.89 -1.43 -0.31
H 0.60 -0.92 -2.10
H -2.90 -1.86 -0.17
H -1.47 -1.98 -1.18
O 1.63 0.93 -0.45
C 1.16 -0.12 -1.15
C 1.13 -1.29 -0.14
O 0.22 -1.02 0.92
C -1.02 -1.71 0.91
K 0.10 1.49 1.23
H 0.64 0.47 -1.95
H 2.13 -1.50 0.26
H 0.83 -2.22 -0.66
H -1.56 -1.41 1.81
H -0.84 -2.79 0.98
H -1.95 0.42 -1.80


52
Properties=species:S:1:pos:R:3 method="wB97M-V/def2-TZVPD" total_charge=-1 relative_energy_kcal_mol=78.8 homo_lumo_gap_ev=8.9 homo_energy_ev=-6.2 e_tot_ev=-30786.2148
C 2.20 -1.52 -0.67
N 1.62 -2.45 0.28
C 2.30 -2.72 1.49
O 2.77 -1.56 2.15
C 1.43 -1.88 -2.04
C 0.14 -1.14 -1.95
C 0.28 0.43 -2.32
C 0.86 0.47 -3.68
H 1.94 -0.52 -0.37
H 3.28 -1.52 -0.78
H 0.58 -2.07 0.55
H 3.32 -3.13 1.15
H 1.68 -3.45 2.04
H 2.17 -1.54 -2.86
H 1.31 -2.91 -2.25
H -0.64 -1.42 -2.58
H -0.32 -1.08 -0.96
H 1.01 0.82 -1.63
H -0.66 0.96 -2.47
H 0.70 -0.51 -4.17
H 0.32 1.12 -4.41
H 1.93 0.72 -3.85
H -1.45 1.66 0.74
H -2.01 2.92 2.20
O -2.32 1.82 1.12
H -1.40 -3.92 0.16
H -0.13 -4.14 -0.36
O -1.01 -4.52 -0.44
H 2.25 -0.81 2.06
H -0.16 -0.29 1.95
O 0.63 -0.04 1.55
H -0.29 3.56 1.85
H 1.18 3.40 1.84
O 0.47 3.57 1.31
H -2.31 3.54 -1.88
H -1.15 3.98 -1.17
O -1.84 4.31 -1.73
H -1.91 -1.80 2.91
H -2.83 -2.64 2.25
O -2.03 -2.83 2.69
H 3.46 0.23 0.67
H 3.37 1.68 0.48
O 3.30 0.93 -0.05
H -3.65 1.86 -0.10
H -4.34 0.78 -1.03
O -4.37 1.65 -0.75
H -2.16 0.79 1.79
H -1.92 0.26 3.41
O -1.65 -0.10 2.56
H -2.45 4.33 1.75
H 0.45 0.84 1.11
O -1.93 3.91 2.45


98
Properties=species:S:1:pos:R:3 method="wB97M-V/def2-TZVPD" relative_energy_kcal_mol=33.7 spin_multiplicity=4 homo_lumo_gap_ev="6.4 / 5.8" homo_energy_ev="-7.7 / -7.8" e_tot_ev=-237590.5623
Re -0.39 -0.04 1.05
O 0.14 0.94 -4.25
C 1.33 1.36 -3.77
C 2.16 2.04 -4.66
C 3.39 2.51 -4.24
C 3.82 2.32 -2.93
C 2.99 1.66 -2.05
C 1.74 1.19 -2.44
C 0.87 0.54 -1.45
O 1.02 0.82 -0.19
N -0.02 -0.33 -1.88
N -0.67 -0.90 -0.84
C -1.55 -1.83 -0.99
C -2.02 -2.44 0.24
C -2.88 -3.52 0.24
C -3.21 -4.12 1.44
C -2.66 -3.61 2.61
C -1.82 -2.52 2.53
N -1.50 -1.93 1.39
H -0.29 0.37 -3.58
H 1.81 2.19 -5.67
H 4.02 3.05 -4.94
H 4.78 2.69 -2.60
H 3.31 1.49 -1.03
H -1.85 -2.17 -1.97
H -3.26 -3.89 -0.70
H -3.88 -4.97 1.47
H -2.88 -4.04 3.58
H -1.38 -2.09 3.43
S 2.86 4.94 -0.04
Sb 2.39 3.17 1.21
S 0.04 3.48 1.63
S -0.24 1.68 2.66
Cl -4.41 2.79 -5.28
C -2.81 3.46 -5.16
C -2.34 4.19 -6.24
C -1.12 4.84 -6.16
C -0.39 4.76 -4.98
C -0.86 4.00 -3.93
Cl 0.05 4.00 -2.45
C -2.06 3.29 -3.99
N -2.50 2.54 -2.91
C -3.05 1.26 -3.03
C -2.83 0.48 -4.16
C -3.37 -0.79 -4.26
C -4.14 -1.31 -3.23
C -4.35 -0.54 -2.09
C -3.82 0.74 -1.97
C -3.97 1.50 -0.67
C -2.70 1.17 0.09
O -2.71 0.29 1.00
O -1.61 1.64 -0.31
H -2.95 4.27 -7.13
H -0.75 5.42 -6.99
H 0.55 5.29 -4.87
H -2.00 2.69 -2.04
H -2.21 0.87 -4.95
H -3.19 -1.38 -5.15
H -4.57 -2.29 -3.31
H -4.94 -0.93 -1.27
H -4.84 1.15 -0.12
H -4.03 2.57 -0.83
C 0.93 -2.11 6.30
Ge 0.57 -0.58 5.11
C 1.38 0.99 5.97
C -1.38 -0.23 5.23
Ge 1.26 -1.03 2.77
C 1.39 -2.98 2.39
C 1.17 -3.45 1.09
C 1.29 -4.79 0.77
C 1.63 -5.71 1.75
C 1.88 -5.27 3.04
C 1.76 -3.92 3.35
C 3.07 -0.35 2.40
C 3.81 0.40 3.30
C 5.05 0.93 2.94
C 5.55 0.73 1.67
C 4.82 -0.03 0.76
C 3.60 -0.57 1.12
H 0.61 -1.86 7.31
H 1.99 -2.34 6.33
H 0.39 -3.01 5.99
H 1.04 0.98 7.01
H 1.02 1.90 5.49
H 2.47 1.00 5.98
H -1.53 0.50 6.03
H -1.94 -1.12 5.48
H -1.79 0.20 4.31
H 0.90 -2.75 0.30
H 1.11 -5.12 -0.25
H 1.73 -6.76 1.50
H 2.16 -5.97 3.81
H 1.98 -3.60 4.36
H 3.43 0.60 4.29
H 5.61 1.52 3.66
H 6.51 1.15 1.39
H 5.22 -0.21 -0.24
H 3.04 -1.15 0.40


Please write out number 7 again, unchanged.
98
Properties=species:S:1:pos:R:3 method="wB97M-V/def2-TZVPD" relative_energy_kcal_mol=33.7 spin_multiplicity=4 homo_lumo_gap_ev="6.4 / 5.8" homo_energy_ev="-7.7 / -7.8" e_tot_ev=-237590.5623
Re -0.39 -0.04 1.05
O 0.14 0.94 -4.25
C 1.33 1.36 -3.77
C 2.16 2.04 -4.66
C 3.39 2.51 -4.24
C 3.82 2.32 -2.93
C 2.99 1.66 -2.05
C 1.74 1.19 -2.44
C 0.87 0.54 -1.45
O 1.02 0.82 -0.19
N -0.02 -0.33 -1.88
N -0.67 -0.90 -0.84
C -1.55 -1.83 -0.99
C -2.02 -2.44 0.24
C -2.88 -3.52 0.24
C -3.21 -4.12 1.44
C -2.66 -3.61 2.61
C -1.82 -2.52 2.53
N -1.50 -1.93 1.39
H -0.29 0.37 -3.58
H 1.81 2.19 -5.67
H 4.02 3.05 -4.94
H 4.78 2.69 -2.60
H 3.31 1.49 -1.03
H -1.85 -2.17 -1.97
H -3.26 -3.89 -0.70
H -3.88 -4.97 1.47
H -2.88 -4.04 3.58
H -1.38 -2.09 3.43
S 2.86 4.94 -0.04
Sb 2.39 3.17 1.21
S 0.04 3.48 1.63
S -0.24 1.68 2.66
Cl -4.41 2.79 -5.28
C -2.81 3.46 -5.16
C -2.34 4.19 -6.24
C -1.12 4.84 -6.16
C -0.39 4.76 -4.98
C -0.86 4.00 -3.93
Cl 0.05 4.00 -2.45
C -2.06 3.29 -3.99
N -2.50 2.54 -2.91
C -3.05 1.26 -3.03
C -2.83 0.48 -4.16
C -3.37 -0.79 -4.26
C -4.14 -1.31 -3.23
C -4.35 -0.54 -2.09
C -3.82 0.74 -1.97
C -3.97 1.50 -0.67
C -2.70 1.17 0.09
O -2.71 0.29 1.00
O -1.61 1.64 -0.31
H -2.95 4.27 -7.13
H -0.75 5.42 -6.99
H 0.55 5.29 -4.87
H -2.00 2.69 -2.04
H -2.21 0.87 -4.95
H -3.19 -1.38 -5.15
H -4.57 -2.29 -3.31
H -4.94 -0.93 -1.27
H -4.84 1.15 -0.12
H -4.03 2.57 -0.83
C 0.93 -2.11 6.30
Ge 0.57 -0.58 5.11
C 1.38 0.99 5.97
C -1.38 -0.23 5.23
Ge 1.26 -1.03 2.77
C 1.39 -2.98 2.39
C 1.17 -3.45 1.09
C 1.29 -4.79 0.77
C 1.63 -5.71 1.75
C 1.88 -5.27 3.04
C 1.76 -3.92 3.35
C 3.07 -0.35 2.40
C 3.81 0.40 3.30
C 5.05 0.93 2.94
C 5.55 0.73 1.67
C 4.82 -0.03 0.76
C 3.60 -0.57 1.12
H 0.61 -1.86 7.31
H 1.99 -2.34 6.33
H 0.39 -3.01 5.99
H 1.04 0.98 7.01
H 1.02 1.90 5.49
H 2.47 1.00 5.98
H -1.53 0.50 6.03
H -1.94 -1.12 5.48
H -1.79 0.20 4.31
H 0.90 -2.75 0.30
H 1.11 -5.12 -0.25
H 1.73 -6.76 1.50
H 2.16 -5.97 3.81
H 1.98 -3.60 4.36
H 3.43 0.60 4.29
H 5.61 1.52 3.66
H 6.51 1.15 1.39
H 5.22 -0.21 -0.24
H 3.04 -1.15 0.40